{
  "formula": "C45H117N3O15",
  "method": "ωB97M-V/def2-TZVPD",
  "homo_energy_ev": -8.002,
  "gap_ha": 0.3065,
  "relative_energy_kcal_mol": 192.3,
  "total_energy_ev": -83733.643,
  "lumo_ev": 0.34,
  "species": ["C", "C", "C", "C", "C", "C", "N", "O", "C", "C", "C", "H", "H", "H", "H", "H", "H", "H", "H", "H", "H", "H", "H", "H", "H", "H", "H", "H", "H", "H", "C", "C", "C", "C", "C", "C", "N", "O", "C", "C", "C", "H", "H", "H", "H", "H", "H", "H", "H", "H", "H", "H", "H", "H", "H", "H", "H", "H", "H", "H", "C", "C", "C", "C", "C", "C", "N", "O", "C", "C", "C", "H", "H", "H", "H", "H", "H", "H", "H", "H", "H", "H", "H", "H", "H", "H", "H", "H", "H", "H", "C", "C", "O", "H", "H", "H", "H", "H", "H", "C", "C", "O", "H", "H", "H", "H", "H", "H", "C", "C", "O", "H", "H", "H", "H", "H", "H", "C", "C", "O", "H", "H", "H", "H", "H", "H", "C", "C", "O", "H", "H", "H", "H", "H", "H", "C", "C", "O", "H", "H", "H", "H", "H", "H", "C", "O", "H", "H", "H", "H", "C", "O", "H", "H", "H", "H", "C", "O", "H", "H", "H", "H", "C", "O", "H", "H", "H", "H", "C", "O", "H", "H", "H", "H", "C", "O", "H", "H", "H", "H"],
  "positions_angstrom": [[10.488, -18.395, 22.202], [9.661, -17.526, 21.242], [9.920, -16.072, 21.578], [9.436, -15.008, 20.622], [9.989, -15.275, 19.192], [9.867, -16.782, 18.804], [10.190, -17.645, 19.918], [10.280, -18.983, 19.529], [8.454, -17.048, 18.253], [10.727, -16.983, 17.642], [8.146, -17.799, 21.376], [11.560, -18.214, 22.268], [10.392, -19.481, 22.165], [10.179, -18.025, 23.180], [9.527, -15.826, 22.564], [10.999, -15.917, 21.604], [9.787, -14.038, 20.973], [8.352, -14.982, 20.513], [11.007, -14.887, 19.229], [9.556, -14.642, 18.418], [7.989, -18.022, 18.407], [7.716, -16.395, 18.717], [8.348, -16.844, 17.187], [11.751, -16.694, 17.881], [10.743, -17.972, 17.186], [10.495, -16.394, 16.754], [7.468, -16.991, 21.101], [7.859, -18.198, 22.348], [7.900, -18.496, 20.575], [11.069, -19.349, 19.936], [2.754, -14.955, 12.112], [2.930, -16.540, 12.358], [3.887, -17.098, 11.297], [4.691, -18.396, 11.520], [5.376, -18.216, 12.918], [4.452, -17.884, 14.158], [3.570, -16.717, 13.766], [2.607, -16.365, 14.716], [3.573, -19.062, 14.608], [5.412, -17.361, 15.271], [1.597, -17.270, 12.177], [3.567, -14.373, 12.545], [1.876, -14.579, 12.637], [2.566, -14.765, 11.055], [3.196, -17.184, 10.459], [4.569, -16.284, 11.051], [5.345, -18.535, 10.659], [3.975, -19.205, 11.664], [5.998, -17.323, 12.865], [5.994, -19.059, 13.228], [3.058, -19.447, 13.728], [4.089, -19.911, 15.055], [2.803, -18.767, 15.322], [5.877, -16.425, 14.961], [4.828, -17.191, 16.176], [6.223, -18.017, 15.589], [1.247, -17.201, 11.147], [0.751, -16.902, 12.757], [1.738, -18.338, 12.346], [2.829, -15.474, 14.997], [3.795, -24.339, 16.706], [3.861, -23.766, 15.268], [5.127, -22.861, 15.300], [5.564, -22.345, 13.965], [5.750, -23.546, 13.034], [4.561, -24.579, 12.986], [4.085, -24.838, 14.337], [2.972, -25.714, 14.373], [3.393, -24.098, 11.992], [5.215, -25.849, 12.569], [2.590, -23.001, 15.066], [2.834, -24.831, 16.862], [3.859, -23.469, 17.360], [4.694, -24.904, 16.953], [4.870, -22.026, 15.953], [5.977, -23.471, 15.608], [6.574, -21.992, 14.177], [5.104, -21.495, 13.462], [6.653, -24.065, 13.356], [5.994, -23.165, 12.042], [2.497, -24.694, 12.163], [3.079, -23.055, 11.965], [3.697, -24.467, 11.013], [4.512, -26.604, 12.218], [5.987, -25.654, 11.825], [5.780, -26.315, 13.377], [2.414, -22.225, 15.811], [1.701, -23.629, 15.125], [2.675, -22.464, 14.121], [3.397, -26.562, 14.521], [6.753, -20.814, 17.604], [6.771, -21.502, 19.029], [8.125, -21.870, 19.353], [7.386, -19.931, 17.514], [5.833, -20.317, 17.297], [6.943, -21.586, 16.859], [6.082, -22.324, 19.226], [6.475, -20.684, 19.685], [8.684, -21.108, 19.521], [3.519, -20.974, 8.408], [2.567, -21.020, 7.282], [1.255, -20.876, 7.845], [3.275, -21.748, 9.136], [3.645, -19.999, 8.879], [4.487, -21.184, 7.953], [2.385, -21.902, 6.667], [2.777, -20.223, 6.568], [1.069, -21.724, 8.253], [7.716, -14.068, 15.687], [7.197, -12.855, 14.916], [6.136, -13.197, 14.082], [8.278, -13.730, 16.558], [8.351, -14.629, 15.002], [6.972, -14.772, 16.060], [7.964, -12.428, 14.269], [6.771, -12.235, 15.705], [6.440, -13.124, 13.174], [4.815, -16.699, 7.248], [5.829, -17.576, 8.038], [6.552, -16.703, 8.863], [4.434, -15.871, 7.846], [4.096, -17.405, 6.833], [5.384, -16.155, 6.495], [6.516, -18.158, 7.423], [5.321, -18.384, 8.565], [6.972, -17.202, 9.567], [-0.342, -15.134, 15.109], [-0.787, -16.617, 15.238], [-2.183, -16.675, 15.078], [-0.526, -14.893, 14.062], [0.641, -14.843, 15.481], [-0.942, -14.635, 15.870], [-0.495, -17.088, 16.177], [-0.338, -17.292, 14.510], [-2.553, -16.223, 15.839], [7.510, -20.929, 8.841], [8.142, -20.341, 10.169], [7.975, -18.954, 10.191], [7.984, -20.480, 7.968], [6.512, -20.498, 8.764], [7.300, -21.999, 8.836], [9.169, -20.653, 10.359], [7.704, -20.799, 11.056], [8.736, -18.582, 9.739], [9.886, -17.554, 13.657], [9.290, -17.101, 12.449], [9.304, -17.303, 14.544], [9.710, -18.629, 13.632], [10.950, -17.324, 13.615], [8.714, -17.808, 12.148], [4.148, -13.841, 16.825], [3.903, -12.979, 15.727], [5.205, -13.917, 17.080], [3.480, -13.597, 17.651], [3.779, -14.818, 16.512], [4.614, -13.114, 15.096], [-0.507, -15.361, 9.694], [0.166, -16.248, 8.937], [-1.458, -15.877, 9.828], [-0.116, -15.169, 10.693], [-0.599, -14.413, 9.164], [-0.327, -17.051, 8.753], [7.116, -13.999, 10.285], [6.811, -13.078, 11.348], [7.923, -13.609, 9.664], [7.658, -14.883, 10.623], [6.192, -14.224, 9.753], [6.536, -12.240, 10.969], [3.061, -11.707, 11.889], [2.783, -10.382, 12.000], [3.015, -12.199, 12.861], [2.393, -12.169, 11.163], [4.090, -11.779, 11.536], [2.713, -10.100, 11.085], [-2.555, -17.465, 11.889], [-2.607, -18.151, 10.644], [-2.614, -18.176, 12.713], [-1.548, -17.062, 11.781], [-3.339, -16.731, 12.077], [-1.979, -18.869, 10.751]],
  "forces_ev_per_a": [[-0.1371, 0.4391, 1.0524], [-0.3767, 1.0159, -0.0385], [0.5926, 0.9576, 0.7996], [-0.5823, -0.3110, -1.6893], [0.1915, -0.0406, 1.3297], [-2.1114, 0.7066, -0.2572], [2.0664, 0.0299, -0.1092], [-0.9841, -0.8921, -0.7641], [-1.8244, 0.5355, 0.2273], [2.7105, -0.5312, -1.8726], [-0.1466, -0.8074, -0.8627], [0.1420, 0.4032, -0.8478], [-0.5846, 0.0980, -0.1743], [-0.2768, -0.5229, 0.3417], [0.0014, -0.2012, 0.2123], [0.2607, -0.2061, 0.2965], [-0.1948, 0.0453, -0.0074], [-0.1987, 0.0853, 0.4725], [0.5338, -0.7575, -0.1850], [-0.5501, -0.2276, 0.0470], [0.7344, -0.3664, 0.1148], [-0.0672, 0.2947, 0.1825], [0.2964, 0.0688, -0.0803], [0.3027, -0.2746, 0.0477], [-0.0665, -0.3995, 0.6199], [-0.5285, 0.6279, 0.4058], [0.4244, 0.5634, 0.3841], [0.0362, -0.0182, -0.0876], [-0.0721, -0.7120, 0.3817], [0.3024, 0.3089, 0.0071], [-0.4377, -1.6693, 0.7877], [0.8473, 0.3787, 1.5804], [-0.0356, 0.6478, -0.6074], [-1.2619, 1.0959, 2.3352], [-0.4300, 0.5590, -0.0986], [-0.3496, 0.4068, -0.6230], [0.5642, 0.5880, -2.2264], [-0.3861, -0.7251, 0.5615], [-0.0106, -0.1403, -0.2806], [-0.7773, -0.0239, 0.0684], [-0.3522, -0.0968, 0.0159], [0.4234, -0.3129, -0.4516], [-0.2709, -0.2487, 0.0971], [0.3434, 0.0168, -0.0807], [0.4522, -0.1812, -0.5554], [0.3510, -0.0816, -0.0977], [0.1628, -0.3142, 0.4132], [0.0742, -0.4181, -0.5684], [0.4125, -0.0394, -0.1846], [0.0929, -0.1329, -0.1365], [-0.1208, -0.1156, -0.0130], [0.4350, 0.1014, -0.0065], [0.0779, 0.2949, -0.0207], [-0.1913, 0.0582, -0.1007], [-0.0826, 0.2451, 0.0699], [-0.0685, -0.5235, -0.3993], [0.2343, 0.2313, -0.2467], [0.3402, 0.0119, 0.4315], [-0.1091, -0.0732, 0.2479], [0.2177, 0.2464, -0.0728], [0.1466, 0.7014, -0.3556], [0.9508, -0.0408, 1.8764], [-1.7451, 0.0240, -0.6723], [1.2242, -0.3209, -0.7478], [-0.5767, 0.3099, 0.2354], [-0.6259, 2.0219, -0.1496], [0.6898, 0.2029, 0.7716], [0.0241, -0.0141, -0.5298], [0.8315, -1.6001, 0.1657], [0.4228, -1.3149, -1.0203], [-0.4920, 1.0631, -0.5931], [0.3420, -0.3544, 0.2198], [-0.3296, 0.0539, 0.2219], [-0.2994, -0.5626, -0.1547], [0.4174, -0.2253, 0.3652], [-0.1613, 0.0553, 0.7213], [0.2702, 0.3834, -0.2844], [-0.8084, -0.1530, 0.3581], [-0.0604, -0.2695, 0.1743], [-0.3065, -0.3043, -0.3276], [-0.0363, 0.0148, 0.4709], [0.5642, 0.0484, 0.1819], [0.1497, 0.5694, -0.3634], [-0.0222, 0.0097, -0.2687], [-0.3048, -0.1245, -0.5123], [-0.1841, 0.2629, 0.3487], [0.3700, 0.0205, 0.2655], [0.1303, -0.1664, -0.4414], [-0.5227, -0.0543, -0.2186], [-0.1363, -0.2268, 0.1383], [-0.6808, -0.9200, 0.3036], [1.1519, 2.7479, -0.6670], [-0.7581, -1.0217, -0.0866], [0.9146, -0.5564, 0.3615], [-0.7805, -0.5298, 0.4352], [0.4426, 0.3595, -0.1679], [0.3642, -0.1746, -0.5355], [-0.2236, -0.1192, 0.5095], [-0.2775, 0.4264, -0.1299], [1.6712, -0.8787, -0.4203], [-2.0599, 0.4201, -0.2310], [-0.6848, 0.8696, -0.1158], [0.2143, 0.1039, 0.1836], [-0.5909, 0.0164, -0.0211], [0.4550, -0.2972, 0.3669], [1.5039, -0.5481, 0.0858], [-0.3771, 0.2941, 0.1127], [-0.1825, 0.0360, 0.0829], [0.7641, -0.1947, -0.5797], [-0.3755, -0.8064, 1.2612], [-0.8755, -0.3747, -0.4552], [0.2928, -0.0431, -0.0727], [0.2833, -0.2767, 0.2437], [-0.3918, 0.3583, -0.1852], [0.2873, 0.4665, 0.7163], [0.3593, 0.9668, -0.3366], [-0.2387, -0.2682, -0.6356], [1.6540, -0.7662, 0.1244], [-0.6919, 0.4122, -0.3700], [0.2322, 0.2979, 0.4857], [-0.5369, -0.6454, 0.4266], [-0.3705, 0.6664, -0.2147], [-0.1398, -0.3357, -0.5139], [0.1068, 0.2842, -0.7277], [-0.3870, 0.2755, 0.6089], [0.0413, -0.2299, 0.1225], [-0.2105, -1.2939, 0.8395], [1.2089, 0.1689, 0.1793], [-0.4598, -0.2364, -0.1139], [-0.0087, 0.7628, 0.3276], [0.3915, -0.6000, -0.6313], [-0.6746, 0.5523, -0.6103], [0.0480, 0.3006, 0.4296], [-0.0961, 0.3383, -0.3624], [-0.2661, 0.0431, -0.0264], [-0.3869, 1.2335, 1.3118], [-0.5452, -2.1639, -0.7724], [0.2591, 0.7248, 0.3765], [0.5092, -0.6959, -0.0950], [-0.2043, 0.1504, 0.3498], [0.7920, -0.0554, -0.1767], [0.4641, 0.3032, -0.7132], [-0.8518, 0.3193, -0.0407], [0.0997, 0.2627, -0.0835], [-0.8616, -1.4341, -0.7284], [-0.1439, 0.6308, -0.1717], [0.4321, 0.9680, 0.1750], [0.8541, -0.4513, 0.2834], [-0.2123, 0.1339, 0.5841], [-0.1976, 0.1276, -0.2260], [-0.9271, -0.6064, -0.8567], [-0.2765, 0.4716, 0.6112], [-0.1115, 0.1497, 0.3452], [0.4423, 0.5189, 0.1635], [0.4417, -0.6075, 0.3159], [0.3327, 0.0200, -0.5516], [-2.4419, 0.4422, 0.9170], [2.9965, -1.8202, -1.7498], [-0.7707, 1.1286, 0.4731], [0.5341, -0.1134, 0.0711], [-0.2422, 0.1450, 0.0863], [-0.0926, 0.2195, 0.2119], [0.4760, 0.4285, -0.0491], [0.4109, -0.3904, 0.2649], [-0.4450, 0.6154, -0.5804], [-0.8521, -0.1913, 0.8427], [0.4114, -0.3061, -0.1928], [0.0099, -0.0410, -0.1396], [0.9370, -1.6888, -0.0891], [-0.8706, 2.3317, 0.0518], [-0.2182, 0.0655, -0.0652], [-0.0334, -0.5269, 0.1244], [0.2954, -0.7287, -0.1487], [-0.1198, 0.6626, 0.1608], [1.2000, -0.4867, 0.0966], [-1.1582, -0.4039, -0.6456], [0.1191, 0.0684, 0.1758], [-0.1127, 0.9368, 1.3827], [0.1186, 0.0254, -0.7061], [-0.0684, -0.1303, -0.2494]]
}